This record from the Open Molecules 2025 dataset describes C70H60N4O2S2SbSnTe as an isolated structure. The level of theory is ωB97M-V with the def2-TZVPD basis set.

## Properties
- Gap between HOMO and LUMO: 0.2293 Eh
- Highest occupied orbital energy: -9.3 eV
- Lowest unoccupied orbital energy: -3.0 eV
- Charge: +1

Last column: Löwdin charge in e.
Positions of all 141 atoms, in Å:
Sn -0.131653 -0.911905 -0.831446  1.34
S -5.116726 -3.598355 1.566331  1.04
C -6.673110 -4.051829 2.098846  -0.40
C -7.643063 -3.590938 1.265663  -0.17
C -7.110714 -2.859271 0.169005  -0.11
C -5.748411 -2.771653 0.186629  -0.48
C -4.865834 -2.105756 -0.782151  -0.17
C -3.484191 -1.981096 -0.527680  -0.09
N -2.640431 -1.364215 -1.324193  0.02
C -3.098706 -0.843463 -2.482978  -0.17
C -4.436930 -0.956776 -2.865574  -0.12
C -4.850204 -0.442374 -4.146994  0.00
C -3.962863 0.144479 -4.977422  0.00
C -2.585419 0.305726 -4.590955  -0.12
C -1.630892 0.939010 -5.405440  0.05
C -0.327096 1.105690 -4.976909  -0.17
C -0.019449 0.612523 -3.697743  -0.04
N -0.897638 -0.004539 -2.930256  0.00
C -2.168296 -0.173265 -3.347379  -0.17
C 0.723391 1.757790 -5.770051  -0.48
C 2.025523 1.978405 -5.415423  -0.10
C 2.776429 2.633985 -6.427550  -0.16
C 2.032194 2.898823 -7.533306  -0.40
S 0.422375 2.359870 -7.359784  1.06
C -5.322505 -1.584805 -1.974761  0.07
H -6.783299 -4.641667 2.999354  0.08
H -8.700527 -3.762787 1.421011  0.11
H -7.730074 -2.408619 -0.598555  0.11
H -3.060571 -2.407240 0.380290  0.09
H -5.891581 -0.544582 -4.431636  0.12
H -4.273487 0.519385 -5.946317  0.12
H -1.937237 1.306178 -6.379245  0.11
H 0.979369 0.729268 -3.280523  0.09
H 2.446030 1.682714 -4.457808  0.09
H 3.822063 2.895525 -6.332010  0.11
H 2.339427 3.382383 -8.450303  0.07
H -6.370497 -1.658969 -2.245003  0.13
C 6.409864 -0.909997 2.192708  -0.04
C 5.179043 -1.034859 1.324933  -0.25
C 5.061997 -0.355630 0.126092  0.02
C 3.923429 -0.466207 -0.693224  -0.05
C 3.683015 0.458630 -1.847180  -0.26
O 2.557437 0.744784 -2.235567  0.01
C 4.851844 1.134187 -2.502271  -0.17
C 6.014742 0.443491 -2.834712  -0.03
C 7.082233 1.115291 -3.413256  -0.07
C 6.998305 2.481976 -3.651039  -0.07
C 5.834590 3.172209 -3.334782  -0.07
C 4.760123 2.496655 -2.773448  -0.03
C 2.889335 -1.335953 -0.292006  -0.32
O 1.851383 -1.568566 -1.059007  -0.32
C 2.955269 -1.942321 0.982285  -0.11
C 4.087292 -1.801868 1.758328  0.03
C 1.636627 -2.487743 1.465506  -0.24
N 0.741563 -1.736493 1.976278  0.06
C 1.022417 -0.328751 2.282583  -0.33
C 1.574257 -0.095288 3.700277  -0.45
Te 0.640510 -1.242952 5.268130  1.25
C 2.019909 -2.836017 5.132219  -0.58
C 3.384100 -2.599760 5.295731  -0.17
C 4.292473 -3.645703 5.179690  -0.10
C 3.843620 -4.934906 4.913696  -0.09
C 2.483093 -5.177007 4.771551  -0.08
C 1.572589 -4.130608 4.879844  -0.16
C 1.259987 -3.898408 1.143447  -0.17
C 2.200577 -4.781382 0.625130  -0.02
C 1.829915 -6.073755 0.265016  -0.07
C 0.515796 -6.491083 0.419180  -0.08
C -0.433427 -5.614192 0.944703  -0.08
C -0.062512 -4.326836 1.304766  -0.05
H 7.079088 -0.133735 1.820672  0.08
H 6.964921 -1.851555 2.217759  0.08
H 6.139529 -0.663271 3.221745  0.08
H 5.857461 0.317895 -0.171902  0.12
H 6.076618 -0.624067 -2.653308  0.12
H 7.986479 0.574988 -3.666058  0.11
H 7.840465 3.008226 -4.084416  0.11
H 5.766256 4.238158 -3.518377  0.11
H 3.843171 3.020149 -2.524408  0.12
H 4.114946 -2.267724 2.741209  0.11
H 0.075471 0.202315 2.193576  0.05
H 1.727717 0.108672 1.565503  0.11
H 1.442771 0.952553 3.975295  0.01
H 2.638499 -0.340461 3.735856  0.04
H 3.739180 -1.600255 5.518623  0.10
H 5.351469 -3.455553 5.307526  0.11
H 4.553243 -5.749123 4.823976  0.10
H 2.127531 -6.180524 4.567760  0.11
H 0.511577 -4.320333 4.758947  0.09
H 3.227636 -4.455374 0.507423  0.12
H 2.568888 -6.757982 -0.135916  0.11
H 0.228992 -7.499744 0.142856  0.11
H -1.458039 -5.943711 1.082912  0.10
H -0.774314 -3.631940 1.736395  0.10
N -0.100166 -2.959101 -2.071000  0.04
H -0.675064 -3.129455 -2.888921  0.07
H -0.173608 -3.758875 -1.441803  0.05
H 0.877191 -2.900790 -2.358186  0.05
C -1.765214 4.068718 -2.475871  -0.09
C -2.071228 4.879418 -1.233360  -0.31
C -2.176828 6.267178 -1.320557  -0.05
C -2.475689 7.035863 -0.205455  -0.08
C -2.678906 6.423385 1.024572  -0.08
C -2.561274 5.044338 1.129980  -0.12
C -2.256470 4.267336 0.013605  -0.33
Sb -1.910934 2.148743 0.260822  1.50
C -0.693938 2.541020 1.995231  -0.35
C -1.232670 2.505224 3.280083  -0.13
C -0.467072 2.864491 4.385509  -0.08
C 0.857042 3.237165 4.206916  -0.10
C 1.401127 3.269178 2.928947  -0.05
C 0.640979 2.933848 1.808852  -0.31
C 1.256381 3.023177 0.431319  -0.06
C -3.747339 1.651644 1.256222  -0.34
C -4.868547 2.463733 1.066616  -0.12
C -6.107484 2.099093 1.581466  -0.08
C -6.238382 0.903765 2.274586  -0.07
C -5.130472 0.087393 2.461286  -0.05
C -3.876625 0.447677 1.968140  -0.31
C -2.682033 -0.432130 2.261034  -0.08
H -1.735649 4.706411 -3.359582  0.08
H -2.526853 3.300875 -2.636911  0.06
H -0.798392 3.561457 -2.392474  0.06
H -2.008679 6.752748 -2.276710  0.11
H -2.554686 8.113061 -0.298269  0.11
H -2.913628 7.015379 1.901207  0.11
H -2.708798 4.576018 2.095822  0.10
H -2.267686 2.210738 3.425181  0.10
H -0.907898 2.862169 5.375449  0.11
H 1.467438 3.500586 5.063189  0.11
H 2.436814 3.567108 2.795445  0.12
H 2.322722 3.246960 0.494003  0.08
H 0.782885 3.822367 -0.150713  0.08
H 1.147283 2.090644 -0.125200  0.04
H -4.776962 3.389402 0.509197  0.09
H -6.964926 2.746928 1.438960  0.10
H -7.200376 0.608075 2.675194  0.11
H -5.235225 -0.845454 3.007948  0.10
H -2.990558 -1.435449 2.563456  0.07
H -2.088592 -0.020331 3.080617  0.07
H -2.017361 -0.517918 1.397175  -0.01

Atomic forces in eV per Å
Sn -0.4 0.0 0.3
S 0.1 0.0 -0.1
C 0.0 -0.1 0.1
C -0.1 0.1 -0.1
C -0.2 0.0 0.0
C 0.1 0.0 0.0
C -0.1 0.0 0.0
C 0.1 0.0 0.1
N -0.2 -0.1 -0.1
C 0.0 -0.1 0.1
C -0.2 0.0 -0.1
C 0.0 0.0 0.1
C 0.0 0.0 0.0
C 0.0 0.1 -0.1
C 0.1 0.1 0.0
C -0.2 0.1 -0.2
C 0.2 0.0 0.2
N 0.6 -0.3 0.1
C -0.1 0.0 0.0
C -0.1 0.0 -0.1
C 0.2 0.0 0.2
C 0.0 0.0 0.1
C 0.0 0.0 -0.1
S -0.1 0.0 0.0
C -0.1 0.0 0.0
H 0.0 0.1 -0.1
H 0.1 0.0 0.0
H 0.1 0.0 0.1
H 0.0 0.1 -0.1
H 0.1 0.0 0.0
H 0.0 0.0 0.1
H 0.0 0.0 0.0
H -0.3 -0.1 -0.2
H -0.1 0.0 -0.2
H -0.1 0.0 0.0
H 0.0 0.0 0.1
H 0.1 0.0 0.0
C -0.1 -0.1 -0.1
C 0.0 0.0 0.1
C -0.1 0.1 -0.2
C -0.2 0.2 -0.1
C 0.4 -0.2 0.2
O 0.2 0.1 0.3
C 0.1 -0.1 0.1
C 0.0 -0.1 0.0
C 0.0 0.0 0.0
C 0.0 0.0 0.0
C -0.1 0.0 0.0
C 0.0 0.1 0.0
C 0.3 0.3 0.1
O -0.1 -0.3 -0.5
C -0.2 0.1 0.1
C 0.0 0.0 0.0
C 0.0 0.0 -0.1
N 0.3 0.0 0.3
C 0.0 -0.3 0.3
C -0.1 -0.2 -0.3
Te 0.1 0.2 -0.1
C 0.0 0.0 0.0
C 0.0 -0.1 0.0
C -0.1 0.0 0.0
C 0.0 0.0 0.0
C 0.0 0.1 0.0
C 0.1 0.0 0.0
C 0.0 0.1 -0.1
C 0.0 0.0 0.0
C 0.0 0.0 0.0
C 0.0 0.0 0.0
C 0.1 0.0 0.0
C 0.0 0.0 0.0
H 0.0 0.0 0.0
H 0.0 0.1 0.0
H 0.0 0.0 0.0
H 0.0 0.0 0.0
H 0.0 0.1 0.1
H -0.1 0.0 0.0
H 0.0 0.0 0.0
H 0.0 -0.1 0.0
H 0.1 0.0 0.0
H 0.0 0.0 -0.1
H 0.1 -0.1 0.0
H 0.0 0.1 0.0
H 0.1 -0.3 -0.1
H -0.1 0.0 0.1
H 0.0 0.0 0.0
H 0.0 0.0 0.0
H 0.0 0.0 0.0
H 0.0 0.0 0.0
H 0.1 0.0 0.0
H 0.0 0.0 0.0
H 0.0 0.1 0.0
H 0.0 0.1 0.0
H 0.1 0.0 0.0
H 0.0 0.0 0.0
N 0.1 0.1 0.0
H -0.1 0.0 0.1
H 0.0 0.1 0.0
H 0.0 -0.1 0.0
C 0.0 0.1 0.1
C 0.0 -0.1 0.0
C 0.1 0.0 0.0
C 0.0 0.0 0.1
C 0.0 0.0 0.0
C 0.0 0.1 -0.1
C 0.0 -0.1 -0.1
Sb -0.1 0.4 0.2
C 0.0 0.0 0.0
C 0.1 0.1 0.0
C 0.0 0.0 0.0
C -0.1 0.2 0.0
C 0.0 0.1 -0.1
C 0.0 0.0 0.1
C 0.0 0.1 0.2
C -0.1 0.0 0.0
C 0.0 -0.2 0.0
C 0.0 0.0 0.0
C 0.0 0.0 0.0
C 0.0 0.0 0.0
C 0.1 0.0 0.0
C -0.2 0.1 0.0
H 0.0 0.0 0.0
H 0.0 0.0 0.0
H 0.0 0.0 0.0
H -0.1 0.0 0.0
H 0.0 -0.1 0.0
H 0.0 0.0 0.0
H 0.0 0.0 0.0
H 0.0 0.1 0.0
H 0.0 -0.1 0.0
H 0.0 0.0 -0.1
H -0.1 0.0 0.0
H 0.0 0.0 0.0
H 0.0 -0.1 0.0
H 0.0 -0.1 -0.1
H 0.0 0.0 0.0
H 0.0 0.0 0.0
H 0.0 0.0 0.0
H 0.0 0.1 0.0
H 0.0 0.0 0.0
H 0.0 -0.1 0.0
H 0.0 0.0 0.0